77
Properties=species:S:1:pos:R:3:forces:R:3 method="wB97M-V/def2-TZVPD" e_homo_ha="-0.2047 / -0.2040" gap_ev="4.42 / 4.40" spin_multiplicity=2
H -0.118 6.439 2.030 0.0 0.0 0.0
C 2.304 -0.645 -2.493 -0.4 0.0 -0.1
C 1.817 2.387 1.799 0.1 -0.3 0.0
H -4.588 -2.723 0.421 0.0 0.0 0.0
C 3.110 -4.368 1.643 -0.5 -1.4 0.1
H 4.139 -4.695 1.620 0.1 0.1 0.0
C 0.568 -3.351 1.742 -0.4 -0.5 0.1
C 2.048 -0.583 -5.355 -0.1 0.0 0.1
C -0.057 0.663 -4.927 0.1 0.0 0.1
Se 3.775 -1.231 4.785 0.9 -0.6 -0.2
H -5.988 -1.951 -0.341 0.0 0.0 0.0
C 0.675 4.446 2.279 -0.1 0.2 0.0
Se -1.686 -4.436 1.898 0.4 0.1 0.0
N 1.829 1.240 1.753 -0.2 1.8 0.2
H 3.825 6.357 1.245 0.0 0.0 0.0
C -0.046 -1.840 -4.883 0.1 0.0 0.1
H 3.455 -0.654 -0.678 -0.3 -0.2 -0.5
N -0.690 -2.976 1.799 0.0 0.2 0.0
H -6.134 0.648 -0.402 0.0 0.0 0.0
H -5.265 -1.453 2.542 0.0 0.0 0.1
N 1.613 -2.467 1.672 1.0 -0.9 -0.1
C -3.182 -0.418 0.971 0.0 0.1 0.3
H -1.002 -1.864 -4.360 0.0 0.0 0.0
H -4.525 0.680 -1.138 0.0 0.0 0.0
C -2.712 -0.144 2.254 0.0 0.0 -0.2
H -4.402 -1.854 -1.101 0.0 0.0 0.0
H 3.855 3.801 1.296 0.0 0.0 0.0
H -1.029 0.686 -4.436 0.0 0.0 0.0
C -4.921 -1.850 -0.143 0.1 0.0 0.0
N 1.445 -0.549 -0.272 -0.6 0.1 -0.5
H 0.479 1.576 -4.666 0.0 0.0 0.0
N -0.301 -5.538 1.838 0.1 -0.1 0.0
H -0.959 0.246 3.440 0.1 -0.1 0.0
C 2.929 5.749 1.130 0.0 -0.1 0.1
Se 4.348 -0.370 1.191 0.6 1.0 -0.3
C -5.064 0.662 -0.190 0.0 -0.1 0.1
H 2.654 0.299 -5.146 0.0 0.0 0.0
C 2.463 -0.624 -1.120 0.0 0.0 -0.2
C 0.757 -0.578 -4.532 -0.1 0.0 -0.3
H 0.412 5.654 0.514 0.0 0.0 0.0
H -0.243 -1.868 -5.956 0.0 0.0 0.0
H 2.294 -6.349 1.741 -0.1 0.0 0.0
H 2.725 5.592 0.062 0.0 0.0 0.0
C -2.235 -0.497 -0.044 0.3 -0.1 -0.2
C -0.031 -0.483 -2.134 -0.3 0.0 0.3
H 1.797 -0.576 -6.415 0.0 0.0 0.0
H 3.181 -0.718 -3.116 0.0 0.0 0.0
C -5.527 -0.600 1.914 0.1 0.0 -0.1
H 0.513 -2.738 -4.613 0.0 0.0 0.0
H -1.048 -0.410 -2.492 0.0 0.0 -0.1
N -0.463 -0.095 1.484 -0.3 -0.4 -0.3
C 2.104 -5.286 1.711 1.0 0.1 0.0
Co 1.601 -0.554 1.701 0.9 -0.7 0.8
C 0.640 5.800 1.579 0.0 -0.1 0.1
C -4.663 -0.563 0.651 -0.1 0.1 -0.1
C 1.023 -0.567 -3.036 0.4 0.0 0.1
Se 5.214 -0.110 3.255 0.4 0.5 1.2
H 0.755 4.591 3.363 0.0 0.0 0.0
N 1.825 3.700 1.774 0.1 0.3 -0.1
C 2.831 -2.993 1.624 -1.0 0.2 0.4
O 1.870 6.479 1.719 0.0 0.0 0.0
H 3.432 4.550 2.851 0.0 0.0 0.0
C 0.192 -0.476 -0.763 0.6 0.0 -0.6
H 2.641 -1.476 -5.157 0.1 0.0 0.0
Se 1.645 -0.718 4.203 -1.0 0.6 -0.4
H -5.419 0.316 2.495 0.0 0.0 0.1
H -6.576 -0.689 1.634 0.0 0.0 0.0
H -0.223 0.659 -6.005 0.0 0.0 0.0
H -0.235 3.885 2.065 0.0 0.0 0.0
C -1.353 0.020 2.454 -0.1 0.1 0.1
C -0.883 -0.352 0.238 -0.5 0.2 0.6
H -2.543 -0.698 -1.061 -0.1 0.0 0.0
H -3.377 -0.065 3.099 0.0 0.0 0.0
H -4.834 1.579 0.354 0.0 0.0 0.0
H 3.645 -2.274 1.568 -0.2 -0.4 0.0
C 0.786 -4.793 1.763 -0.8 0.4 0.1
C 3.109 4.403 1.815 0.1 0.2 0.0

72
Properties=species:S:1:pos:R:3:forces:R:3 method="wB97M-V/def2-TZVPD" e_homo_ha="-0.2489 / -0.2709" gap_ev="5.94 / 6.73"
C 2.867 -0.795 0.045 0.4 -1.2 -0.1
H -0.092 0.852 -0.720 -0.3 -0.2 0.5
C 1.810 -1.016 -3.497 1.2 0.2 -0.7
C 4.442 0.432 4.484 -0.6 0.1 -0.5
C 3.119 -1.998 -0.599 -0.5 0.6 0.2
N -3.159 0.140 -0.323 1.0 -0.1 0.3
H 1.083 -1.878 -5.331 0.0 0.4 0.3
H -5.109 1.127 -2.828 0.1 -0.1 0.3
H 2.339 -1.968 -3.312 -0.1 0.7 0.0
H -1.081 -1.994 1.429 -0.4 -1.6 -0.9
C 3.080 0.348 4.315 0.8 0.1 -0.5
H -0.888 -3.775 1.596 0.2 0.1 -0.6
N 0.361 -1.039 3.467 -0.1 -1.7 2.1
C 1.009 1.432 1.040 -0.6 1.1 -0.7
C 4.007 0.913 2.312 0.0 -0.1 1.0
N 2.036 -1.081 1.138 -1.3 0.0 0.2
C -2.440 2.902 1.849 -0.6 -0.4 0.9
H 6.089 0.949 3.032 -0.3 0.1 0.0
S 0.005 -2.079 6.057 0.0 0.3 -0.4
H -3.543 -2.007 -0.210 0.0 0.6 -0.3
N 2.787 0.585 2.954 0.8 0.8 1.0
H 3.704 -2.115 -1.512 -0.1 0.1 0.5
H 1.006 2.383 1.585 0.0 -0.3 0.3
H -3.873 0.110 2.801 -0.1 0.0 0.1
H -3.419 2.178 -0.983 0.0 0.0 0.0
C 0.154 1.681 -3.341 0.9 0.7 -0.7
H -2.422 -3.189 1.028 0.5 0.3 -0.5
H 1.806 1.937 -1.914 -0.1 -0.4 -0.6
P 1.325 0.105 2.242 1.0 -0.3 -0.6
H 4.031 1.258 1.297 0.0 -0.1 0.0
C -0.809 -0.620 -2.771 -1.2 -0.1 0.3
C 5.030 0.818 3.222 -0.9 -0.4 0.1
P -1.699 0.328 0.992 -2.2 -0.5 -1.4
C -0.793 0.712 -2.760 -0.5 0.4 -0.2
C 1.669 1.480 -2.926 -1.3 0.8 -0.2
C -4.127 2.305 3.249 0.5 -0.3 -0.6
C 2.361 -3.040 0.051 0.4 1.1 0.1
H -1.676 3.382 1.276 0.1 0.2 -0.1
H 2.244 2.117 -3.610 0.1 -0.1 0.2
H -5.188 -1.557 -2.342 0.0 0.1 0.2
H 2.312 -4.075 -0.266 0.0 0.2 0.3
Hg -0.431 -3.052 -1.228 -0.2 -1.0 1.3
H -0.459 -2.557 -3.602 -0.2 0.5 -0.3
C 0.793 -1.107 -4.595 -0.9 -0.3 0.2
H 4.982 0.202 5.389 -0.1 0.2 0.0
C -3.690 1.143 -1.129 -0.3 -0.6 -0.3
H 0.665 -0.158 -5.131 0.2 -0.2 0.1
C -4.617 -0.816 -1.796 0.8 0.2 1.0
H 1.072 -2.822 1.861 -0.2 -0.2 0.1
H -0.129 2.658 -2.928 0.1 0.0 -0.3
C 0.207 -1.466 4.608 0.6 0.8 -2.2
H 0.073 1.795 -4.427 0.1 -0.1 0.0
H -4.926 2.355 3.971 0.0 0.0 -0.1
H 3.236 0.117 -2.476 -0.5 -0.4 0.5
C -3.372 3.417 2.725 0.2 -0.9 -0.4
H -0.697 2.320 -0.066 0.2 -0.3 0.2
H 2.272 0.207 5.025 0.3 -0.3 -0.2
C -3.762 -1.065 -0.718 0.0 0.4 -0.6
H -1.187 -1.054 -1.821 -1.1 0.3 -1.2
C -0.552 -1.501 -3.940 1.8 -0.7 0.1
H 1.865 1.496 0.342 -0.5 0.0 0.0
H -3.500 4.455 2.982 0.0 0.0 -0.1
C -4.574 0.590 -2.052 0.7 0.0 0.8
C 2.227 0.108 -2.903 0.9 -0.6 -0.7
C -3.628 1.152 2.683 0.8 1.2 0.0
C -1.334 -2.997 0.951 -0.1 0.5 1.4
H 3.308 0.193 -0.132 -0.5 -0.9 0.0
H -1.349 -1.459 -4.672 -0.4 0.2 0.0
C 1.714 -2.434 1.103 0.7 0.1 -0.2
C -0.350 1.321 0.245 0.8 0.4 -1.0
N -2.553 1.511 1.844 -0.8 0.9 1.0
H -1.661 1.200 -2.332 0.5 -0.1 1.4

72
Properties=species:S:1:pos:R:3:forces:R:3 method="wB97M-V/def2-TZVPD" e_homo_ha="-0.4666 / -0.4665" gap_ev="3.22 / 3.53" charge=+2
C -1.209 2.299 4.669 0.0 -0.3 0.2
N -1.917 -2.187 5.468 0.6 0.3 -2.7
C 2.420 -2.625 -3.780 -0.5 -1.3 0.0
H 4.590 1.835 -2.964 0.0 -0.1 0.2
H 0.164 5.103 5.700 0.4 -0.3 -0.3
H 2.261 0.578 -3.452 0.4 0.1 0.3
H 0.533 0.395 3.710 0.2 0.2 0.0
C 4.456 0.789 -0.948 -0.8 -0.7 0.1
C 0.823 4.192 3.784 -0.4 0.4 0.5
H 0.794 -0.974 -3.735 0.1 0.2 0.7
H -0.141 4.111 3.258 0.7 0.2 0.0
H -2.002 3.617 -3.468 0.1 0.0 0.1
C -1.617 1.888 -0.651 0.2 0.9 -0.9
C 1.233 -3.316 2.987 1.5 0.5 0.6
H 3.379 -0.583 0.483 0.1 0.1 0.0
H 2.359 -1.711 -4.346 -0.1 -0.1 -0.1
H 5.354 1.093 -0.433 -0.1 0.0 0.0
C -4.550 -0.644 -3.058 1.4 0.0 1.3
Pb 0.572 -3.192 0.855 -1.3 -1.4 0.3
C -1.094 -1.234 -2.860 0.1 -0.5 0.1
H -1.180 4.055 -0.900 -0.2 -0.3 0.1
H -1.594 -0.768 -3.726 0.2 -0.3 0.5
H 2.864 3.440 3.589 -0.3 0.1 -0.8
N 2.487 -0.203 -1.439 -0.1 -0.1 0.9
H -4.365 0.309 -3.537 -0.1 -0.1 0.3
N -3.649 -1.213 -2.164 0.4 -1.1 0.7
H -6.540 -1.294 -3.783 0.0 0.0 -0.1
H -1.149 -2.331 -3.009 0.2 0.4 0.0
C -1.509 3.109 -1.315 -0.3 -1.3 0.3
C 2.901 -4.709 -3.037 -0.4 0.4 0.7
C -5.648 -1.500 -3.214 -0.1 -2.7 1.3
H 0.203 0.546 2.009 0.1 0.1 -0.1
H -2.490 0.975 -3.688 0.2 0.3 0.1
C 1.639 1.954 2.767 0.2 0.6 0.8
P 1.280 -1.452 -1.371 4.4 1.2 -3.7
H -1.751 1.163 3.020 0.6 0.5 0.0
H 2.310 -3.514 2.823 -0.3 0.0 0.3
H -5.995 -3.541 -2.329 0.0 0.0 -0.1
C -1.906 2.890 -2.675 -0.2 -1.5 0.2
P -1.976 -0.837 -1.297 -1.7 2.6 -2.7
C -0.943 1.914 3.220 -0.1 -1.2 -1.1
H 2.648 -4.117 -0.874 0.1 -0.1 -0.2
C -4.109 -2.501 -1.884 0.4 2.0 -0.1
H 3.209 -5.746 -3.011 0.0 0.2 0.1
H 1.402 3.822 5.831 -0.5 0.0 0.2
C -2.192 1.539 -2.816 0.4 0.9 0.3
C -5.362 -2.678 -2.456 -1.6 1.5 -1.7
C 2.727 -3.912 -4.209 -0.1 1.2 1.0
C 0.344 -0.717 -2.763 -1.5 -0.1 -0.6
C 3.476 -0.066 -0.459 0.6 0.9 -0.9
H -1.908 1.566 5.105 0.0 0.8 0.0
N -2.007 0.904 -1.579 -0.1 -0.6 0.5
H -1.477 1.639 0.390 0.1 0.0 -0.1
H 0.340 0.385 -2.670 -0.1 -0.5 0.2
H 1.179 -2.369 3.543 0.1 -0.4 -0.1
S -1.372 -1.873 2.679 -0.7 0.3 0.9
H -1.156 3.242 6.502 0.4 -0.2 -0.2
H 1.230 5.198 3.584 0.0 -0.5 -0.1
C 2.879 0.542 -2.561 0.6 0.4 0.4
C 1.831 3.159 3.335 0.5 -0.2 0.0
C -1.673 -2.060 4.308 -0.3 -0.4 1.6
N 2.235 -2.644 -2.396 -0.7 0.3 1.2
C -0.680 3.190 5.517 0.2 -0.5 0.1
H 2.464 1.419 2.289 0.1 0.2 0.6
H -1.084 2.648 2.381 0.1 -0.1 1.2
C 0.402 1.150 2.916 -1.6 0.1 -0.4
C 4.072 1.182 -2.274 -1.1 -0.9 0.1
C 2.603 -3.909 -1.939 -0.3 -0.5 -1.0
C 0.484 4.121 5.299 -0.4 0.3 -0.7
H 2.784 -4.220 -5.242 0.4 0.0 0.1
H -3.504 -3.176 -1.300 -0.1 -0.1 0.1
H 0.819 -4.148 3.588 -0.2 0.4 -0.6